Entry P
65
Properties=species:S:1:pos:R:3:mulliken_charge:R:1 method="wB97M-V/def2-TZVPD" lumo_energy_ha=-0.1287 total_charge=+1 homo_energy_ev=-10.20
I -2.5778 4.1979 -1.6576 0.084
I -7.0727 2.5645 2.0815 0.103
In -0.2941 0.4274 -0.2779 2.094
S 2.3799 0.0835 0.0832 1.791
O 2.9096 -1.0569 -0.6114 -0.682
O 1.8652 -2.8867 2.6782 -0.496
O 1.6636 1.0334 -0.8378 -0.847
O -1.9571 1.2262 -1.2026 -0.725
O -0.2552 -0.5401 -2.3668 -0.493
O -0.2685 -2.5252 2.2713 -0.667
O 1.3952 -0.2974 1.1212 -0.430
O 0.5753 -1.7962 -3.9824 -0.483
N -0.6940 1.9378 1.3447 0.079
N -1.7715 -0.6665 1.0226 -0.133
N 0.4909 -2.3701 -0.4974 0.047
C 0.3155 -1.5561 -2.7199 0.438
C -2.1985 3.8193 2.6623 -0.461
C 0.7970 -2.5889 -1.7717 0.589
C 5.8399 2.2409 2.0740 0.992
C 5.9414 1.7905 0.7592 -0.921
C -3.6005 2.7621 -0.5190 -0.213
C 3.5717 1.4222 2.1520 -0.234
C -4.8592 0.8021 0.9504 -0.807
C 6.9938 2.9342 2.7190 -1.473
C 1.0840 -3.1271 0.4150 0.223
C 4.6442 2.0529 2.7583 -0.994
C 4.8842 1.1401 0.1511 -0.644
C 3.7071 0.9588 0.8585 -0.050
C 2.1412 -4.4839 -1.2540 -0.675
C -0.3936 3.2252 1.2179 -0.322
C -1.6949 1.5441 2.1258 0.968
C 1.5963 -3.6405 -2.2075 -0.835
C -5.3667 2.0897 0.9338 -0.540
C -2.4700 2.4697 2.8148 -0.940
C -4.7334 3.0792 0.1986 -0.250
C -3.0399 1.4768 -0.5108 0.520
C 0.8297 -2.7955 1.8623 0.598
C -3.7082 0.4992 0.2454 0.402
C -1.8747 0.0558 2.2819 -1.144
C 1.9146 -4.1984 0.0806 -0.725
C -1.1199 4.2047 1.8730 -0.940
C -3.0571 -0.8417 0.3512 -0.921
H 2.3426 -4.8230 0.8522 0.594
H 4.5591 2.3995 3.7768 0.335
H -5.3538 0.0318 1.5234 0.481
H 7.9043 2.3492 2.5976 0.371
H 6.8649 1.9443 0.2240 0.410
H 6.8060 3.1001 3.7767 0.354
H -5.1191 4.0866 0.1932 0.460
H 2.6375 1.2799 2.6730 0.477
H 1.7890 -3.7751 -3.2605 0.570
H -2.8365 -0.1478 2.7619 0.370
H -2.8754 -1.2325 -0.6550 0.322
H 2.7514 -5.3230 -1.5512 0.471
H -3.6882 -1.5467 0.9036 0.510
H 2.7077 -3.0367 2.2264 0.403
H -3.2775 2.1299 3.4437 0.525
H -1.0661 -0.2999 2.9318 0.628
H 0.2961 -1.0500 -4.5439 0.412
H 7.1484 3.9044 2.2472 0.327
H -0.8581 5.2454 1.7606 0.446
H -2.8173 4.5593 3.1486 0.470
H 0.4473 3.4509 0.5658 0.536
H -1.3385 -1.5734 1.2076 0.152
H 4.9548 0.7608 -0.8563 0.490

***

Entry Q
65
Properties=species:S:1:pos:R:3:mulliken_charge:R:1 method="wB97M-V/def2-TZVPD" lumo_energy_ha=-0.1342 total_charge=+1 homo_energy_ev=-10.30
I 3.7909 2.3233 5.3412 0.103
I -0.0256 4.7069 1.3471 0.011
In -0.2193 0.5680 -0.6908 2.670
S -0.3685 -1.3636 -2.7870 1.275
O -0.6686 3.8136 -3.6219 -0.489
O -2.3978 -0.3883 0.4638 -0.111
O -4.2927 0.4001 1.3572 -0.501
O -0.6485 1.6297 1.0688 -0.101
O -0.3368 -1.5382 -4.1991 -0.677
O 0.8515 -0.7341 -2.1845 -0.783
O -1.4811 -0.5319 -2.2334 -0.738
O 0.0827 2.2378 -2.3089 -0.497
N -2.2028 1.8723 -1.0675 0.219
N 1.9851 1.2146 -0.3322 0.144
N 0.6838 -0.9857 0.7713 -0.077
C 0.2813 1.7900 1.9909 -0.643
C -3.2277 3.7414 -2.1117 -1.156
C 2.2785 2.0990 3.9281 -0.502
C -0.8388 2.9546 -2.6390 0.480
C 4.5328 1.8444 0.5273 -0.479
C 1.8396 0.8293 3.5800 -0.570
C -1.5039 -3.2143 -1.0976 -0.300
C 0.4916 -5.0812 -1.5932 -0.887
C -1.5132 -4.4417 -0.4508 -0.614
C 0.7488 3.0529 2.3540 -0.142
C 2.7316 0.2983 0.2926 0.897
C 3.7540 2.7939 -0.1131 -0.997
C 0.3870 -0.6945 2.1986 -1.473
C 2.1214 -1.0716 0.4776 -1.178
C 0.5189 -3.8622 -2.2488 -0.746
C 2.4848 2.4374 -0.5232 -0.304
C -3.2446 0.4663 0.5481 -0.137
C -3.2951 1.6720 -0.3500 0.680
C -0.5517 -6.7170 0.0181 -1.414
C -0.4814 -2.9323 -1.9914 0.230
C -2.1612 2.8748 -1.9294 1.103
C 4.0123 0.5784 0.7341 -0.984
C -4.4125 2.4866 -0.4568 -0.751
C -0.5208 -5.3899 -0.6860 0.927
C 0.8534 0.6707 2.6190 1.155
C 1.7336 3.2185 3.3146 -0.287
C -4.3720 3.5408 -1.3554 -0.887
H 4.5808 -0.1829 1.2501 0.509
H 5.5286 2.0888 0.8720 0.454
H -5.2216 4.1991 -1.4662 0.469
H 2.0806 4.2088 3.5728 0.421
H -0.4123 -6.5895 1.0928 0.308
H -2.3154 -4.6724 0.2397 0.430
H 2.2742 -0.0430 4.0525 0.469
H -1.4742 4.3027 -3.8337 0.277
H 0.2309 -7.3786 -0.3474 0.361
H -4.2307 -0.4176 1.8765 0.392
H 2.6505 -1.6083 1.2705 0.585
H 1.2646 -5.8117 -1.7966 0.353
H -2.2800 -2.4833 -0.9167 0.457
H -1.5112 -7.2124 -0.1298 0.362
H 2.2339 -1.6302 -0.4534 0.399
H 0.8650 -1.4551 2.8242 0.484
H -5.2837 2.2959 0.1510 0.599
H -0.6944 -0.7815 2.3121 0.340
H 4.1125 3.7981 -0.2849 0.491
H 1.3016 -3.6368 -2.9609 0.515
H 0.2524 -1.8779 0.5373 0.018
H 1.8381 3.1497 -1.0149 0.511
H -3.1891 4.5691 -2.8075 0.328

***

Bottom line: entry Q, by a margin of 0.524 eV.

***

Entry P
17
Properties=species:S:1:pos:R:3:mulliken_charge:R:1 method="wB97M-V/def2-TZVPD" lumo_energy_ha=0.0242 total_charge=0 homo_energy_ev=-7.95
N -0.4462 -0.8879 -0.5864 0.055
N 2.0690 0.1821 -0.1525 -0.362
N 0.5616 -1.7759 -0.0382 -0.656
C -1.7970 -0.8951 -0.2015 -0.437
C 1.0063 1.1746 -0.4285 -0.578
C -1.8212 0.6114 0.1986 -0.490
C -0.1899 0.5598 0.0864 0.030
C 1.7293 -1.1533 0.0951 -0.026
H -2.6846 -1.0807 -0.9048 0.233
H -2.3162 0.9803 -0.6354 0.266
H 1.0995 1.3585 -1.5175 0.247
H 2.8401 0.5300 0.7470 0.309
H -2.1090 1.1405 1.2049 0.270
H 1.2616 2.2482 0.0147 0.247
H -1.7356 -1.7415 0.6600 0.327
H 2.6006 -1.7930 0.3276 0.380
H -0.0683 0.5420 1.1306 0.185

***

Entry Q
17
Properties=species:S:1:pos:R:3:mulliken_charge:R:1 method="wB97M-V/def2-TZVPD" lumo_energy_ha=0.0305 total_charge=0 homo_energy_ev=-8.55
N -0.3311 -0.3231 1.6698 -0.774
N 0.3895 0.4821 0.7177 0.130
N -0.4566 -1.3048 -0.4257 -0.255
C 0.6431 -1.0082 -1.1355 -0.568
C 0.3005 1.9429 0.7756 -0.513
C -0.3197 1.0880 -0.3452 -0.205
C -0.7071 -1.1650 0.9040 -0.145
C 0.4529 0.4467 -1.5985 -0.732
H -1.3741 1.1045 -0.3058 0.355
H 1.2831 2.2793 0.6547 0.309
H -0.3527 0.4756 -2.4084 0.266
H 1.3405 0.9811 -1.9685 0.334
H 1.6599 -1.1379 -0.9352 0.288
H -0.5316 2.4668 1.1522 0.360
H -1.1755 -2.0241 1.3020 0.456
H -0.8142 -2.2898 -0.7821 0.338
H 0.5343 -1.6616 -2.0430 0.357

***

Bottom line: entry Q, by a margin of 0.118 eV.

***

Entry P
17
Properties=species:S:1:pos:R:3:mulliken_charge:R:1 method="wB97M-V/def2-TZVPD" lumo_energy_ha=0.0020 total_charge=0 homo_energy_ev=-9.04
N 0.5015 1.6062 -0.8776 -0.633
N -0.3784 -1.4521 -0.7424 -0.713
N -1.9795 0.9344 -1.6555 -0.328
C 0.2789 -0.6654 1.4447 -0.535
C 1.8016 -0.5028 1.4384 -1.117
C -2.0607 0.0204 -2.3806 -0.056
C -0.2386 -0.4998 0.0431 0.714
C -0.4988 1.0228 -0.3202 -0.148
H 2.0815 0.4731 1.0448 0.332
H 0.5753 2.5938 -0.6401 0.252
H -2.3270 -0.4106 -3.3235 0.359
H -0.9075 -1.1693 -1.6401 0.208
H -1.1336 1.4964 0.4425 0.387
H 2.2591 -1.2723 0.8196 0.320
H 2.1941 -0.5958 2.4499 0.348
H 0.0054 -1.6600 1.7975 0.332
H -0.1734 0.0809 2.0996 0.277

***

Entry Q
17
Properties=species:S:1:pos:R:3:mulliken_charge:R:1 method="wB97M-V/def2-TZVPD" lumo_energy_ha=0.0251 total_charge=0 homo_energy_ev=-8.72
N -0.3361 -0.8033 -1.6017 0.165
N 0.3960 -2.0827 0.1411 -0.744
N -0.9744 0.1806 -2.3208 -0.743
C 0.4140 0.3397 0.3946 -0.572
C 0.1555 -0.9017 -0.3639 0.508
C -1.2731 1.2502 -1.6631 -0.631
C 1.5243 0.2254 1.4223 -0.643
C 0.1417 0.4618 1.8462 -0.460
H 1.9357 -0.8347 1.5365 0.277
H -0.2543 -2.7602 -0.3043 0.200
H -1.3658 1.3108 -0.6520 0.532
H -0.5886 -1.6497 -2.2001 0.278
H 2.2403 1.0488 1.5429 0.252
H -1.8364 1.8981 -2.3983 0.269
H 0.3609 1.1467 -0.2492 0.835
H -0.3414 -0.2988 2.5362 0.253
H -0.1984 1.4689 2.3337 0.223

***

Entry R
17
Properties=species:S:1:pos:R:3:mulliken_charge:R:1 method="wB97M-V/def2-TZVPD" lumo_energy_ha=0.0276 total_charge=0 homo_energy_ev=-8.27
N -1.6373 0.2437 0.9155 -0.587
N 1.0908 2.0860 0.0143 -0.782
N 0.7654 -0.3033 -0.2736 0.137
C 0.3353 1.0042 -0.3872 0.491
C 2.0551 -0.6713 0.2992 -0.906
C -1.5080 -0.4780 -0.3299 -0.129
C -1.2074 0.9150 -0.3856 -0.268
C -0.2805 -1.2599 -0.3164 -0.802
H -1.9680 1.6177 -0.9630 0.336
H -2.6090 -0.6371 -0.6836 0.339
H -2.6753 0.4297 1.4343 0.280
H 1.8311 -1.4657 1.0368 0.348
H 2.9688 -0.7611 -0.5428 0.244
H -0.2425 -2.0246 0.3866 0.392
H 0.0444 -1.6442 -1.2563 0.394
H 2.4923 0.1251 1.0904 0.300
H 0.5447 2.8237 -0.0388 0.213

***

Entry S
17
Properties=species:S:1:pos:R:3:mulliken_charge:R:1 method="wB97M-V/def2-TZVPD" lumo_energy_ha="-0.0118 / -0.0195" total_charge=0 homo_energy_ev="-7.77 / -7.78"
N 1.0179 1.1157 0.6394 -0.385
N -0.4082 -0.6065 -1.6873 0.667
N 0.6767 -0.3933 -2.3582 -0.916
C -1.3492 -1.4281 -2.4453 -0.860
C 1.5033 1.6129 1.7275 0.058
C 2.1894 1.1089 2.8131 -0.840
C -0.7971 -0.2065 -0.4236 -0.231
C -0.1562 0.4824 0.5685 -0.113
H -0.9052 -1.9713 -3.2229 0.314
H -1.9491 -1.9529 -1.7503 0.347
H 1.6478 2.6667 1.6955 0.278
H -0.7813 0.4819 1.3874 0.364
H 2.6629 1.6766 3.5156 0.304
H 2.2928 -0.0035 3.0572 0.206
H -1.8847 -0.3448 -0.4052 0.235
H 1.4893 0.0585 -1.9144 0.279
H -2.1535 -0.8109 -3.0242 0.292

***

Bottom line: entry P, by a margin of 0.332 eV.

***

Entry P
10
Properties=species:S:1:pos:R:3:mulliken_charge:R:1 method="wB97M-V/def2-TZVPD" lumo_energy_ha=0.0178 total_charge=0 homo_energy_ev=-9.65
S -0.9852 -0.6596 1.6917 0.488
O -0.7527 -2.0995 0.9166 -0.329
O -2.3781 -0.4542 1.9479 -0.498
N 1.2749 1.1481 -0.7739 -0.758
C -0.5243 -1.0099 0.0041 -0.278
H 0.6013 1.7265 -0.2529 0.252
H 2.1602 1.6247 -0.5922 0.227
H 0.5678 -0.6709 -0.2737 0.345
H -1.1594 -0.8808 -0.8290 0.303
H 1.1954 1.2756 -1.8385 0.247

***

Entry Q
10
Properties=species:S:1:pos:R:3:mulliken_charge:R:1 method="wB97M-V/def2-TZVPD" lumo_energy_ha=0.0154 total_charge=0 homo_energy_ev=-8.33
S 1.2559 -0.5307 0.1290 0.540
O 0.3925 -1.4461 0.9390 -0.618
O 1.5579 0.6737 1.2741 -0.497
N -1.3146 0.2643 -0.1893 -0.358
C -0.1232 0.4272 -0.6863 -0.334
H -2.2151 0.5182 -0.6859 0.233
H -1.4400 -0.2509 0.6509 0.207
H 0.2283 1.0080 -1.5553 0.487
H 1.2977 0.1846 2.1058 0.337
H 0.3606 -0.8484 -1.9820 0.004

***

Bottom line: entry P, by a margin of 1.837 eV.

***

Entry P
10
Properties=species:S:1:pos:R:3:mulliken_charge:R:1 method="wB97M-V/def2-TZVPD" lumo_energy_ha="0.0035 / -0.0371" total_charge=0 homo_energy_ev="-8.72 / -7.91"
S -0.3512 1.8136 -0.1009 0.427
O -1.1809 0.6616 0.7691 -0.255
O 0.0758 2.8899 0.7783 -0.411
N 1.5858 -0.7060 -1.0212 -0.604
C -1.5860 -0.5392 0.5864 -0.339
H 2.5824 -0.4770 -0.9833 0.231
H -1.2135 -1.2167 -0.1854 0.279
H 1.1778 -0.0661 -0.3379 0.153
H -2.5431 -0.7575 1.0860 0.288
H 1.4527 -1.6026 -0.5910 0.229

***

Entry Q
10
Properties=species:S:1:pos:R:3:mulliken_charge:R:1 method="wB97M-V/def2-TZVPD" lumo_energy_ha=0.0247 total_charge=0 homo_energy_ev=-10.16
S -0.2566 -0.2914 0.9411 0.824
O -1.0974 -0.8444 2.0076 -0.618
O 0.7301 -1.6554 0.7024 -0.461
N -0.8793 0.3638 -0.2906 -0.329
C -0.0237 0.9531 -1.2612 -0.660
H 1.0260 1.3992 -1.0046 0.267
H 0.1848 0.1290 -2.0248 0.268
H 0.7447 0.3315 1.6069 0.168
H -0.6134 1.7928 -1.8927 0.227
H 0.1848 -2.1782 1.2159 0.314

***

Bottom line: entry Q, by a margin of 0.355 eV.

***

Entry P
13
Properties=species:S:1:pos:R:3:mulliken_charge:R:1 method="wB97M-V/def2-TZVPD" lumo_energy_ha=0.0141 total_charge=0 homo_energy_ev=-9.67
O -0.7031 -1.4460 0.0245 -0.290
N -2.7591 -0.4070 -0.2591 -0.586
N 1.6416 1.3115 -0.2356 -0.586
N 0.6196 -0.7067 0.3647 0.035
N 1.6737 -1.7905 -0.1070 -0.508
N -0.7981 0.9151 0.3885 -0.293
C 0.6324 0.6395 0.0067 0.349
C -1.5592 -0.2776 -0.0205 0.398
H 2.0136 -1.2487 -0.9557 0.285
H -3.5331 0.2933 0.2086 0.286
H -1.0608 1.6705 -0.0749 0.300
H 1.3340 2.3385 -0.2379 0.258
H 2.4984 -1.2918 0.8976 0.352

***

Entry Q
13
Properties=species:S:1:pos:R:3:mulliken_charge:R:1 method="wB97M-V/def2-TZVPD" lumo_energy_ha=0.0210 total_charge=0 homo_energy_ev=-9.16
O -0.5120 1.2609 -0.9591 -0.311
N 0.8292 -0.8773 -1.6894 -0.312
N 0.0057 -0.2138 -0.8105 0.494
N 1.1923 -1.9197 -1.1977 -0.177
N -1.2689 -0.5556 1.0276 -0.659
N 0.7044 -1.9097 0.2940 -0.243
C -0.0132 2.1382 0.0245 -0.604
C -0.3514 -0.9448 0.1763 0.453
H 1.0492 1.9847 0.0663 0.286
H -0.3131 3.1829 -0.2736 0.264
H 0.6209 -2.8110 0.8534 0.290
H -1.3708 -1.4676 1.5982 0.200
H -0.5722 2.1327 0.8899 0.318

***

Bottom line: entry Q, by a margin of 0.110 eV.

***

Entry P
12
Properties=species:S:1:pos:R:3:mulliken_charge:R:1 method="wB97M-V/def2-TZVPD" lumo_energy_ha=-0.1938 total_charge=+1 homo_energy_ev=-13.47
S 2.1441 1.7226 -0.3513 0.369
O 1.5790 2.7621 -1.1644 -0.476
N -0.3870 0.9202 -0.4154 -0.040
N -0.8738 -1.2050 0.3701 -0.107
C 0.9201 0.8254 0.1400 0.020
C 0.5009 -1.2769 0.7789 -0.458
C -1.2830 -0.0959 -0.1975 0.057
H 0.7870 -1.7183 1.7472 0.339
H -1.6510 -1.9405 0.5135 0.319
H -2.2668 -0.0819 -0.5324 0.432
H -0.5667 1.7743 -0.7887 0.213
H 1.0973 -1.6862 -0.1002 0.333

***

Entry Q
12
Properties=species:S:1:pos:R:3:mulliken_charge:R:1 method="wB97M-V/def2-TZVPD" lumo_energy_ha="-0.2143 / -0.2143" total_charge=+1 homo_energy_ev="-14.13 / -14.13"
S 1.1465 -1.2844 -0.2735 0.605
O 2.3353 -1.2662 0.5093 -0.350
N 1.4804 2.6205 0.2165 -0.382
N -0.8807 -1.5434 0.3089 -0.365
C 0.3432 0.2852 -0.1705 0.158
C -1.1041 -0.1788 -0.2303 -0.437
C 0.9292 1.5400 -0.0380 0.248
H -1.4111 -2.2588 -0.1151 0.285
H 1.6833 3.1682 -0.6306 0.334
H -1.1227 -1.4792 1.2540 0.276
H -1.8984 0.5184 0.3312 0.334
H -1.5008 -0.1214 -1.1618 0.294

***

Bottom line: entry Q, by a margin of 0.550 eV.

***

Entry P
16
Properties=species:S:1:pos:R:3:mulliken_charge:R:1 method="wB97M-V/def2-TZVPD" lumo_energy_ha=0.0330 total_charge=0 homo_energy_ev=-8.87
N -2.4030 0.5075 1.2637 -0.457
N -0.7287 -0.2137 2.6249 -0.696
N 1.5341 -1.1898 -1.6527 -0.601
N 1.1761 1.1532 -0.8097 -0.490
C 1.1341 0.2204 -1.9114 -0.498
C -1.4998 -0.4556 1.6533 0.081
H 2.4720 -0.9932 -1.3090 0.264
H 0.9213 -1.4638 -0.8911 0.258
H 0.1262 0.2628 -2.3257 0.317
H 0.7717 1.0488 0.1071 0.180
H -1.4104 -1.3322 0.9904 0.361
H -3.0550 0.1885 0.5693 0.216
H 1.7327 0.6276 -2.7211 0.354
H -0.2210 -0.9469 3.0943 0.233
H 2.1259 1.4903 -0.7153 0.207
H -2.6763 1.0960 2.0328 0.271

***

Entry Q
16
Properties=species:S:1:pos:R:3:mulliken_charge:R:1 method="wB97M-V/def2-TZVPD" lumo_energy_ha=0.0423 total_charge=0 homo_energy_ev=-7.90
N 0.1884 0.4878 0.0182 0.098
N -0.7858 1.3044 -1.7114 -0.531
N 0.0187 -0.9630 0.8086 -0.329
N -0.7389 -0.1920 -0.7725 -0.248
C 1.5690 0.5102 -0.5068 -0.892
C -0.8952 -0.9357 1.9289 -0.722
H -1.8094 -0.4109 1.6459 0.242
H -1.1790 -1.9507 2.2278 0.294
H -0.7980 1.3289 -2.7293 0.153
H 1.7677 -0.2775 -1.2446 0.343
H 1.7436 1.4756 -0.9785 0.309
H -1.4728 1.9395 -1.3172 0.167
H -0.4626 -0.4208 2.7939 0.282
H -0.2899 -0.8071 -1.4614 0.269
H 2.2593 0.3806 0.3303 0.326
H 0.8849 -1.4694 0.9682 0.240

***

Entry R
16
Properties=species:S:1:pos:R:3:mulliken_charge:R:1 method="wB97M-V/def2-TZVPD" lumo_energy_ha=0.0392 total_charge=0 homo_energy_ev=-7.59
N 1.1694 1.6078 0.3154 -0.381
N -0.6765 -0.5582 -0.6763 -0.257
N 0.9338 0.9493 -0.9521 -0.420
N -2.0118 -1.6568 -0.8994 -0.553
C 1.9349 0.7289 1.1922 -0.776
C -2.8981 -1.5625 -0.0137 -0.228
H 2.0078 1.2079 2.1674 0.310
H 0.2376 1.7215 0.7088 0.263
H -3.8048 -2.1573 -0.1013 0.257
H 2.9409 0.6104 0.7847 0.280
H 0.4522 1.6100 -1.5546 0.225
H -2.7666 -1.0292 0.9395 0.241
H -0.8539 -0.8468 -1.6853 0.334
H 1.4863 -0.2647 1.3139 0.256
H 0.0074 -1.1178 -0.1658 0.208
H 1.8415 0.7576 -1.3735 0.241

***

Bottom line: entry P, by a margin of 4.274 eV.